Entry 1:
{"formula": "CH5ClNOP", "method": "ωB97M-V/def2-TZVPD", "de_lowest_kj_mol": 250.7, "homo_energy_ev": -10.34, "total_energy_ev": -26466.3632, "multiplicity": 1, "molar_mass_da": 113.5, "e_lumo_ha": 0.0007, "elements": ["Cl", "P", "O", "N", "C", "H", "H", "H", "H", "H"], "xyz": [[3.3341, -0.5942, -1.0198], [0.0049, 0.3063, 0.2897], [1.1491, 0.7531, -0.4993], [-0.2238, 0.2779, 1.8314], [-1.6317, -0.3453, -0.3207], [-2.3551, -0.3418, 0.4562], [2.3690, 0.3791, -1.2176], [-1.7259, 0.1902, -1.1889], [-1.4915, -1.3931, -0.7671], [0.5709, 0.7678, 2.4362]]}


Entry 2:
{"formula": "C20H39FN2O7P2", "method": "ωB97M-V/def2-TZVPD", "homo_energy_ev": -7.12, "total_energy_ev": -59979.9305, "multiplicity": 1, "molar_mass_da": 500.5, "e_lumo_ha": -0.0236, "elements": ["P", "P", "F", "O", "O", "O", "O", "O", "O", "O", "N", "N", "C", "C", "C", "C", "C", "C", "C", "C", "C", "C", "C", "C", "C", "C", "C", "C", "C", "C", "C", "C", "H", "H", "H", "H", "H", "H", "H", "H", "H", "H", "H", "H", "H", "H", "H", "H", "H", "H", "H", "H", "H", "H", "H", "H", "H", "H", "H", "H", "H", "H", "H", "H", "H", "H", "H", "H", "H", "H", "H"], "xyz": [[3.0382, -1.3523, -1.8627], [2.4326, 2.8945, -1.8190], [3.5819, -2.4816, 2.0045], [2.6316, -3.0127, -1.6893], [1.2516, 3.6161, -1.3430], [3.3957, 0.3823, -1.9865], [0.0705, 0.5086, -3.5591], [1.4313, -0.9471, -1.2777], [2.6595, 2.9611, -3.3852], [3.7800, 3.6008, -1.2597], [-2.3501, 0.3578, 2.9454], [2.6047, -0.6610, -5.9255], [-0.1437, 0.9331, -1.1024], [-3.6834, 0.9684, 3.3036], [-2.6793, -0.6642, 1.8764], [-1.0855, 2.5081, -2.9240], [-1.5802, -0.2351, 4.1013], [-4.0486, -1.2167, 2.2399], [0.8523, -2.1762, -5.2818], [2.5415, 1.1782, -1.2555], [-1.4653, 1.4076, 2.3469], [-3.1757, -0.5024, 6.1319], [-2.2985, -1.1684, 5.0660], [2.8901, -1.7066, 1.0402], [1.2655, -2.2041, -3.9648], [1.5258, -1.3989, -6.1900], [3.8139, -1.3412, -0.1036], [-4.7605, -0.0729, 2.9814], [2.3698, -1.4396, -3.6338], [1.2506, 0.3698, -0.8883], [2.9752, -0.7212, -4.6341], [-0.7221, 1.0660, -2.5387], [3.2397, -3.4067, -1.0627], [-3.6593, 1.3093, 4.3338], [1.3085, 0.3262, 0.2162], [-3.9619, -2.0957, 2.8740], [4.5975, -2.0965, -0.1165], [-0.7977, 0.2287, -0.5775], [3.8444, -0.1325, -4.3631], [-1.8899, -1.4103, 1.8341], [4.3531, -1.5924, -2.3864], [-2.7196, -0.1302, 0.9288], [0.7326, -2.7930, -3.2408], [0.9293, 0.9432, -3.5795], [-5.5316, 0.3784, 2.3605], [-4.5930, -1.5351, 1.3539], [-1.4996, -1.6903, 5.5969], [-1.6577, 0.5146, -2.5760], [3.7600, 3.4532, -0.3081], [2.0519, -2.3144, 0.7211], [-0.5375, 0.9270, 2.0430], [-2.8508, -1.9500, 4.5469], [-0.2614, 1.8741, -0.5765], [3.0545, 1.3129, -0.2814], [-3.3159, -1.1805, 6.9719], [3.6165, 2.9544, -3.5317], [-0.2412, 2.9742, -3.4158], [-5.2616, -0.4383, 3.8757], [-4.1710, -0.2547, 5.7653], [-3.8134, 1.8395, 2.6660], [-1.8784, 2.4903, -3.6664], [-1.9650, 1.8332, 1.4820], [-0.7486, -0.7668, 3.6395], [2.5749, -0.8128, 1.5747], [-2.7121, 0.4078, 6.5162], [-1.1634, 0.6063, 4.6550], [-1.3991, 3.1127, -2.0783], [4.3288, -0.4114, 0.1179], [1.1623, -1.3730, -7.2127], [-0.0160, -2.7315, -5.6014], [-1.2780, 2.1801, 3.0882]]}


Entry 3:
{"formula": "C2H5N3S", "method": "ωB97M-V/def2-TZVPD", "de_lowest_kj_mol": 501.1, "homo_energy_ev": [-9.20, -9.26], "total_energy_ev": -17455.9186, "multiplicity": 1, "molar_mass_da": 103.1, "e_lumo_ha": [-0.0401, -0.0398], "elements": ["S", "N", "N", "N", "C", "C", "H", "H", "H", "H", "H"], "xyz": [[0.1898, -0.2959, -0.5310], [2.0314, 0.4287, -1.3189], [2.1669, -1.8555, 0.7972], [-0.6799, -0.1136, 0.7482], [-2.0648, 0.2521, 0.6538], [1.3307, -1.2584, 0.2408], [2.7987, 0.6889, -0.7019], [-2.5625, -0.6067, 1.1583], [1.6359, 1.3185, -1.7657], [-2.4681, 1.2384, 1.0921], [-2.3782, 0.2035, -0.3728]]}


Entry 4:
{"formula": "C7H7N", "method": "ωB97M-V/def2-TZVPD", "de_lowest_kj_mol": 445.2, "homo_energy_ev": -9.52, "total_energy_ev": -8857.0104, "multiplicity": 1, "molar_mass_da": 105.1, "e_lumo_ha": 0.0000, "elements": ["N", "C", "C", "C", "C", "C", "C", "C", "H", "H", "H", "H", "H", "H", "H"], "xyz": [[0.7201, 3.1970, -0.8934], [-0.2534, 0.9816, 0.0348], [-0.5821, -2.1558, -0.8651], [-1.5556, 1.0348, -0.1071], [0.3915, 2.1579, -0.5575], [0.2850, -1.6070, -0.0678], [0.5284, -0.2130, 0.4200], [1.5791, 0.2547, 1.1104], [-2.2337, 0.0236, -0.0878], [2.4775, -0.3879, 1.4166], [-1.9361, 2.0787, -0.1938], [-1.0726, -3.1725, -1.0743], [1.2001, -2.3177, 0.0987], [-1.3655, -1.1819, -1.0370], [1.8173, 1.3074, 1.8032]]}


Entry 5:
{"formula": "C25H38MoN2O3Sb2", "method": "ωB97M-V/def2-TZVPD", "de_lowest_kj_mol": 30.7, "homo_energy_ev": -12.60, "total_charge": 2, "total_energy_ev": -50581.5298, "multiplicity": 1, "molar_mass_da": 754.1, "e_lumo_ha": -0.2123, "elements": ["Sb", "Sb", "Mo", "O", "O", "O", "N", "N", "C", "C", "C", "C", "C", "C", "C", "C", "C", "C", "C", "C", "C", "C", "C", "C", "C", "C", "C", "C", "C", "C", "C", "C", "C", "H", "H", "H", "H", "H", "H", "H", "H", "H", "H", "H", "H", "H", "H", "H", "H", "H", "H", "H", "H", "H", "H", "H", "H", "H", "H", "H", "H", "H", "H", "H", "H", "H", "H", "H", "H", "H", "H"], "xyz": [[-0.6178, -2.0734, -0.5231], [3.6078, 1.6153, 0.8126], [-1.6115, 0.5010, -0.8900], [1.8356, 2.4218, 0.9379], [-0.3107, 0.0340, -2.5432], [1.9097, -0.3315, -2.5023], [0.1942, 1.6885, -0.5469], [-1.3442, 0.7038, 1.3763], [-2.6885, 1.8234, -2.3266], [-3.8033, 1.2674, -0.2055], [-3.7848, -0.1011, -0.5676], [1.4067, -2.5549, 0.0562], [-3.4905, -0.4762, -1.9247], [-2.1076, 2.8429, -3.2630], [4.3688, 2.3174, 2.6227], [1.8559, -2.1704, 1.4362], [-1.7309, -3.4076, 0.7165], [-0.3333, 1.7199, 1.7631], [-4.3730, 1.6832, 1.1197], [3.6194, -0.5013, 0.6395], [0.6123, 1.9298, 0.6165], [0.9204, 0.3591, -2.3316], [1.2922, -2.8475, 2.5235], [1.7185, -2.6477, 3.8234], [4.6746, 2.4879, -0.7695], [-3.0083, 0.5135, -2.7756], [1.0427, 1.7607, -1.7196], [-3.1698, 2.2016, -1.0291], [3.3433, -1.0973, 3.0255], [-0.5832, -3.1502, -2.3485], [2.8902, -1.2587, 1.7119], [-3.8366, -1.8484, -2.4204], [2.7629, -1.7712, 4.0817], [4.1945, -0.4523, 3.2189], [2.0719, 2.0244, -1.5027], [4.2371, 2.2218, -1.7277], [-1.4390, -4.4382, 0.5198], [-1.5829, -3.1898, 1.7733], [5.4224, 2.0406, 2.6712], [-1.4138, 2.3690, -3.9580], [-3.6080, -2.6164, -1.6810], [0.6320, 2.5006, -2.4078], [-2.8888, 3.3264, -3.8519], [-2.2237, 0.9333, 1.8281], [-3.3122, -2.0809, -3.3447], [0.5263, -3.5875, 2.3284], [-4.3471, 0.8761, 1.8546], [3.3678, -0.7332, -0.3931], [0.2115, 1.4432, 2.6659], [0.4561, -3.3331, -2.6162], [3.1375, -1.6407, 5.0875], [-5.4260, 1.9361, 0.9801], [4.7070, -0.6112, 0.7577], [-1.0717, -0.1991, 1.7497], [1.4633, -3.6405, -0.0514], [-4.9079, -1.9006, -2.6225], [-1.1081, -4.0974, -2.2420], [-4.2031, -0.8435, 0.1001], [3.8245, 1.8732, 3.4517], [-1.0330, -2.5432, -3.1280], [-2.7904, -3.2904, 0.4913], [-2.6997, 0.2269, -3.7746], [-3.8838, 2.5714, 1.5222], [5.6806, 2.0693, -0.7051], [2.0104, -2.1337, -0.7434], [-3.0863, 3.2336, -0.7123], [4.2707, 3.4011, 2.6398], [-1.5823, 3.6228, -2.7108], [-0.8430, 2.6648, 1.9659], [1.2633, -3.2040, 4.6319], [4.7125, 3.5674, -0.6409]]}


Entry 6:
{"formula": "C19H39O4S", "method": "ωB97M-V/def2-TZVPD", "homo_energy_ev": -12.63, "total_charge": 1, "total_energy_ev": -39354.2964, "multiplicity": 1, "molar_mass_da": 363.6, "e_lumo_ha": -0.0796, "elements": ["S", "O", "O", "O", "O", "C", "C", "C", "C", "C", "C", "C", "C", "C", "C", "C", "C", "C", "C", "C", "C", "C", "C", "C", "H", "H", "H", "H", "H", "H", "H", "H", "H", "H", "H", "H", "H", "H", "H", "H", "H", "H", "H", "H", "H", "H", "H", "H", "H", "H", "H", "H", "H", "H", "H", "H", "H", "H", "H", "H", "H", "H", "H"], "xyz": [[1.1989, 2.9082, 0.6310], [0.9751, 2.2619, -4.5155], [1.6646, -4.0928, 3.7914], [0.1276, -4.9992, 2.4282], [0.7552, -6.1085, 4.2437], [-0.4744, -6.2947, 2.3069], [1.9683, 1.4398, -3.9406], [-2.5221, -2.6296, 1.0114], [0.9244, -4.9849, 3.5243], [1.3288, 0.3114, 1.5622], [-0.3792, -6.8210, 3.7310], [-2.3972, -1.2063, -1.1076], [-0.6752, 6.0904, -1.2346], [0.1420, 5.3133, -0.1927], [0.0969, 3.8138, -0.4767], [2.7113, 2.5621, -1.8041], [1.8821, 1.4358, -2.4101], [-1.7687, -1.6108, 1.8837], [-0.2541, -1.6810, 1.7139], [2.7426, 2.6450, -0.2838], [0.4367, 1.2842, 0.7770], [-0.3139, 1.6768, -4.5816], [0.5041, -0.5841, 2.4822], [-3.2914, -1.9772, -0.1351], [3.7558, 2.4385, -2.1059], [1.8452, -0.3220, 0.8358], [1.1631, -1.0227, 3.2314], [-4.0382, -1.2972, 0.2875], [-0.2504, 0.5961, -4.7490], [2.1899, 0.4702, -1.9951], [1.9106, 0.4210, -4.3400], [-2.1223, -0.2234, -0.7111], [-0.1909, -7.8879, 3.8000], [-1.4729, -1.7578, -1.3055], [-1.2510, -6.5582, 4.3311], [-1.8048, -3.3470, 0.5953], [-0.0281, 6.5751, -1.9646], [-2.1127, -0.5987, 1.6340], [-1.4907, -6.1856, 1.9394], [-2.0090, -1.7584, 2.9398], [3.1487, 1.7343, 0.1641], [-0.0151, -1.6231, 0.6447], [-0.8339, 2.1316, -5.4240], [-2.8951, -1.0427, -2.0640], [1.1820, 5.6485, -0.2001], [3.3759, 3.4676, 0.0520], [2.3974, 3.5210, -2.2248], [0.1858, 0.9181, -0.2148], [-3.8448, -2.7428, -0.6842], [-1.3519, 5.4362, -1.7879], [0.3646, 3.5918, -1.5093], [-0.2409, 5.4959, 0.8122], [-0.8948, 3.3953, -0.2915], [0.8260, 1.5677, -2.1614], [0.0932, -2.6538, 2.0550], [2.0989, 0.8453, 2.1278], [2.9218, 1.8658, -4.2642], [-0.4940, 1.4903, 1.3123], [-3.2161, -3.2067, 1.6256], [-1.2853, 6.8569, -0.7601], [-0.8996, 1.8575, -3.6715], [0.1148, -6.8859, 1.6052], [-0.2132, 0.0364, 3.0315]]}


- Which formula does entry 2 have?
  C20H39FN2O7P2